A gas-phase ion, C6H13N5 (charge +2) in a non-equilibrium geometry. Source: OMol25; level of theory: ωB97M-V/def2-TZVPD.

Summary:
LUMO level = -9.29 eV
E_HOMO = -18.18 eV
orbital gap = 0.3265 Eh
energy above the lowest of the compared OMol25 structures with the same formula, charge and spin = 90.5 kcal per mole
maximum force = 0.116 Eh/bohr
charge = +2

CARTESIAN COORDINATES (ANGSTROEM)
C 3.649 0.198 -0.139
C 2.173 0.211 0.087
N 1.647 -0.147 1.446
C 1.139 0.359 -1.048
C -0.299 0.473 -0.638
N -0.808 1.704 -0.488
N -2.092 1.602 -0.053
C -2.380 0.326 0.044
C -3.655 -0.228 0.419
N -1.212 -0.424 -0.244
N -1.085 -1.758 -0.071
H 4.133 -0.034 0.888
H 4.036 1.147 -0.499
H 4.034 -0.471 -0.850
H 0.804 -0.723 1.573
H 2.273 -0.503 2.141
H 1.390 1.177 -1.639
H 1.627 -0.419 -1.751
H -0.414 2.640 -0.658
H -3.783 -1.213 0.666
H -4.350 0.139 -0.257
H -3.912 0.393 1.312
H -1.758 -2.119 0.715
H -1.159 -2.327 -0.956